Below is 10 unconnected molecules or ions with the total composition C54H128N8O10 at a distorted geometry, with properties calculated with ωB97M-V with the def2-TZVPD basis set.

Each line ends with the Mulliken charge.
Positions of all 200 atoms, in Å:
C -4.006 0.158 2.145  -1.911
C -5.362 -0.510 2.378  2.417
C -5.031 -1.902 2.940  -1.397
C -6.159 0.288 3.392  -0.204
C -7.588 -0.230 3.533  -0.922
C -8.296 -0.036 2.206  -1.234
C -7.552 -0.755 1.063  1.485
C -7.897 -2.250 1.035  -1.686
C -8.048 -0.120 -0.258  -1.889
N -6.120 -0.452 1.133  0.428
O -5.461 -1.093 0.053  -0.507
H -3.488 -0.266 1.286  0.900
H -4.146 1.230 1.963  0.459
H -3.329 0.054 2.996  -0.701
H -5.890 -2.566 2.965  0.304
H -4.209 -2.387 2.416  0.297
H -4.713 -1.764 3.977  0.087
H -5.644 0.359 4.356  -0.805
H -6.220 1.337 3.072  0.591
H -7.546 -1.303 3.742  0.337
H -8.032 0.255 4.403  0.377
H -8.389 1.025 1.957  0.441
H -9.325 -0.401 2.256  0.490
H -7.374 -2.707 0.193  0.378
H -8.962 -2.460 0.977  0.440
H -7.473 -2.726 1.918  0.341
H -8.153 -0.869 -1.047  0.351
H -7.481 0.755 -0.558  0.372
H -9.098 0.190 -0.153  0.441
H -4.965 -0.377 -0.359  0.266
C 1.645 -2.935 -0.443  -2.821
C 1.287 -1.506 -0.057  3.060
C 1.225 -0.666 -1.325  -1.441
C -0.048 -1.545 0.680  -2.429
C -0.447 -0.332 1.492  0.580
C 0.712 -0.002 2.421  -2.491
C 2.099 0.117 1.780  3.505
C 2.156 1.455 1.046  -2.038
C 3.120 0.097 2.918  -1.811
N 2.287 -1.054 0.932  0.265
O 3.585 -1.045 0.301  -0.182
H 1.467 -3.567 0.434  0.606
H 0.961 -3.327 -1.198  0.421
H 2.691 -3.097 -0.688  0.398
H 2.214 -0.757 -1.800  0.462
H 0.608 -1.140 -2.089  -0.031
H 1.077 0.405 -1.211  0.180
H -0.833 -1.767 -0.065  0.536
H -0.183 -2.460 1.269  0.341
H -0.673 0.524 0.849  0.273
H -1.269 -0.581 2.158  -0.315
H 0.708 -0.812 3.167  0.350
H 0.622 0.861 3.091  0.430
H 2.935 1.515 0.286  -0.148
H 2.260 2.293 1.743  0.552
H 1.204 1.677 0.551  0.370
H 3.081 -0.874 3.413  0.456
H 3.064 0.969 3.561  0.387
H 4.089 0.083 2.406  -0.004
H 4.021 -1.699 0.856  0.257
C 0.965 1.359 -7.026  -2.366
C 1.151 -0.133 -6.859  2.204
C 2.401 -0.565 -7.675  -1.615
C 1.383 -0.438 -5.376  -1.363
C 1.369 -1.928 -5.086  -0.145
C 0.078 -2.576 -5.552  -1.431
C -0.287 -2.215 -7.003  2.149
C 0.514 -3.136 -7.937  -1.908
C -1.768 -2.560 -7.163  -2.033
N -0.124 -0.777 -7.225  0.136
O -0.324 -0.533 -8.630  -0.491
H 1.870 1.953 -6.916  0.460
H 0.598 1.595 -8.031  0.525
H 0.154 1.762 -6.410  0.399
H 3.157 -1.026 -7.040  0.358
H 2.223 -1.272 -8.483  0.229
H 2.807 0.306 -8.188  0.461
H 2.319 0.008 -5.038  0.482
H 0.562 0.060 -4.848  0.141
H 2.236 -2.417 -5.542  0.296
H 1.537 -2.013 -4.008  -0.039
H -0.749 -2.354 -4.872  0.282
H 0.219 -3.661 -5.520  0.390
H 1.509 -3.347 -7.526  0.382
H 0.738 -2.718 -8.916  0.339
H 0.039 -4.108 -8.071  0.400
H -1.981 -3.596 -6.894  0.404
H -2.082 -2.447 -8.206  0.513
H -2.420 -1.936 -6.547  0.406
H -1.248 -0.265 -8.652  0.368
C -0.410 0.171 5.712  -2.052
C -1.045 0.860 6.921  2.391
C 0.037 1.533 7.762  -2.118
C -1.959 1.975 6.369  -1.984
C -3.385 1.598 5.976  0.967
C -4.041 0.713 7.008  -1.494
C -3.208 -0.449 7.505  1.574
C -3.795 -0.889 8.844  -2.112
C -3.181 -1.610 6.507  -1.442
N -1.844 0.000 7.763  0.394
O -1.052 -0.996 8.393  -0.465
H 0.141 -0.747 5.963  0.392
H -0.999 0.009 4.812  -0.077
H 0.485 0.751 5.434  0.723
H 0.997 1.011 7.711  0.400
H 0.217 2.577 7.500  0.412
H -0.229 1.553 8.821  0.458
H -2.028 2.752 7.137  0.495
H -1.472 2.397 5.487  0.512
H -3.918 2.538 5.817  0.685
H -3.398 1.134 4.981  -1.028
H -4.991 0.279 6.672  0.493
H -4.376 1.354 7.832  0.401
H -3.536 -0.209 9.650  0.468
H -3.434 -1.896 9.074  0.409
H -4.876 -1.031 8.758  0.409
H -2.599 -2.419 6.948  0.458
H -2.779 -1.282 5.552  0.057
H -4.187 -2.031 6.395  0.478
H -0.991 -0.675 9.298  0.333
C 4.128 -5.404 -3.183  -0.158
O 3.293 -6.438 -2.761  -0.304
C 2.363 -6.906 -3.741  -0.463
C 1.152 -7.484 -3.017  0.226
C 0.667 -6.594 -1.890  -1.118
N 1.397 -8.849 -2.503  -0.739
H 5.074 -5.805 -3.582  0.303
H 4.425 -4.786 -2.332  -0.056
H 3.695 -4.740 -3.937  0.025
H 2.081 -6.119 -4.451  0.221
H 2.885 -7.696 -4.295  0.338
H 0.327 -7.622 -3.722  0.378
H 1.422 -6.463 -1.116  0.268
H -0.227 -7.002 -1.429  0.458
H 0.509 -5.611 -2.346  0.112
H 1.540 -9.472 -3.291  0.256
H 2.280 -8.848 -1.997  0.287
C -1.699 7.879 -1.716  -0.952
O -0.875 6.772 -1.414  -0.311
C -0.494 6.692 -0.035  -0.833
C -0.630 5.259 0.402  1.307
C -2.045 4.918 0.884  -1.588
N 0.368 4.952 1.431  -0.844
H -1.185 8.819 -1.471  0.388
H -2.662 7.841 -1.201  0.350
H -1.854 7.897 -2.795  0.238
H 0.563 6.991 -0.045  0.325
H -1.007 7.419 0.597  0.449
H -0.499 4.529 -0.410  -0.010
H -2.062 3.854 1.151  0.183
H -2.754 5.012 0.062  0.374
H -2.327 5.470 1.781  0.396
H 0.260 4.005 1.787  0.143
H 1.292 4.879 1.009  0.352
C 9.049 1.170 3.443  -0.778
O 8.293 1.476 2.301  -0.330
C 6.933 1.138 2.457  -1.119
C 6.149 1.782 1.303  1.896
C 6.514 1.087 0.006  -1.085
N 6.421 3.223 1.220  -0.854
H 8.935 0.110 3.697  0.296
H 8.752 1.776 4.311  0.313
H 10.095 1.399 3.247  0.263
H 6.820 0.048 2.482  0.381
H 6.591 1.608 3.394  0.586
H 5.081 1.685 1.495  -0.774
H 6.434 0.003 0.044  0.119
H 7.482 1.444 -0.349  0.402
H 5.825 1.416 -0.781  0.032
H 7.420 3.340 1.379  0.336
H 6.020 3.675 2.039  0.289
C 3.378 2.441 -2.601  -0.979
O 2.344 3.032 -3.321  -0.071
C 2.338 4.424 -3.154  -0.846
C 1.226 5.063 -3.984  0.952
C 1.507 4.970 -5.469  -1.270
N 1.213 6.482 -3.601  -0.727
H 4.366 2.871 -2.828  0.480
H 3.435 1.357 -2.600  0.309
H 3.282 2.753 -1.543  0.280
H 2.245 4.701 -2.090  0.267
H 3.294 4.869 -3.474  0.238
H 0.312 4.499 -3.748  0.128
H 1.491 3.964 -5.870  0.016
H 2.351 5.606 -5.742  0.412
H 0.665 5.499 -5.945  0.470
H 0.755 7.014 -4.335  0.313
H 0.604 6.583 -2.791  0.248
C -2.631 -0.063 -2.600  -0.514
O -3.405 0.688 -1.651  -0.467
H -2.442 0.503 -3.509  0.388
H -1.719 -0.406 -2.110  0.061
H -3.205 -0.962 -2.822  0.345
H -3.053 1.582 -1.635  0.221
C 6.147 -3.607 0.798  0.180
O 7.537 -3.717 1.060  -0.530
H 5.567 -3.969 1.650  0.327
H 5.954 -2.537 0.692  -0.381
H 5.822 -4.078 -0.133  0.138
H 7.711 -4.591 1.418  0.305

Output
- structure (SMILES) = CC1(C)CCCC(C)(C)N1O.CC1(C)CCCC(C)(C)N1O.CC1(C)CCCC(C)(C)N1O.CC1(C)CCCC(C)(C)N1O.COC[C@H](C)N.COC[C@H](C)N.COC[C@H](C)N.COC[C@H](C)N.CO.CO

Below is 13 unconnected molecules or ions with the total composition C54H131N8O28P5 at a distorted geometry, with properties calculated with ωB97M-V with the def2-TZVPD basis set.

Each line ends with the Mulliken charge.
Positions of all 226 atoms, in Å:
C 2.982 1.663 5.577  -0.216
O 3.190 1.307 4.412  -0.426
N 1.699 1.566 6.098  0.428
C 1.413 1.932 7.472  -0.680
C 0.584 1.270 5.235  0.637
H 3.690 2.077 6.279  0.353
H 2.292 2.306 7.962  0.305
H 1.037 1.142 8.141  0.215
H 0.726 2.755 7.461  0.223
H 0.880 0.774 4.310  -0.845
H -0.034 0.530 5.788  0.218
H -0.096 2.096 4.944  -0.243
C -1.948 -6.879 -1.901  -0.057
O -2.193 -5.834 -2.506  -0.585
N -1.147 -7.034 -0.897  0.400
C -0.926 -8.327 -0.308  -0.976
C -0.343 -5.769 -0.516  -0.655
H -2.341 -7.824 -2.345  0.335
H -1.226 -8.350 0.744  0.240
H 0.094 -8.702 -0.488  0.378
H -1.590 -9.059 -0.868  0.279
H -0.132 -5.309 -1.500  0.366
H -1.075 -5.172 0.037  -0.076
H 0.486 -5.892 0.126  0.396
C 6.183 0.919 -0.881  0.014
O 5.716 1.049 -2.023  -0.621
N 6.283 1.867 0.027  0.317
C 6.626 1.572 1.389  -0.855
C 5.835 3.232 -0.315  -0.335
H 6.698 -0.048 -0.696  0.402
H 5.875 1.888 2.097  0.193
H 7.550 2.016 1.793  0.292
H 6.758 0.493 1.499  0.321
H 5.568 3.233 -1.371  -0.130
H 4.952 3.444 0.295  -0.248
H 6.587 3.992 -0.160  0.609
C -5.283 -0.324 -2.687  -0.056
O -5.154 0.864 -2.620  -0.451
N -4.607 -1.228 -3.426  0.367
C -4.985 -2.654 -3.515  -0.897
C -3.606 -0.740 -4.346  -0.693
H -6.090 -0.855 -2.104  0.234
H -5.436 -2.902 -4.515  0.310
H -5.688 -2.723 -2.756  0.333
H -4.102 -3.322 -3.472  0.284
H -3.071 0.158 -3.920  -0.211
H -2.836 -1.449 -4.491  0.546
H -3.991 -0.377 -5.372  0.314
C -2.892 2.415 7.355  0.174
O -2.072 3.181 7.912  -0.640
N -2.933 1.064 7.617  0.240
C -3.752 0.166 6.839  -0.277
C -2.249 0.558 8.791  -0.890
H -3.624 2.743 6.591  0.327
H -4.028 0.690 5.885  -0.149
H -4.630 -0.238 7.359  0.329
H -3.110 -0.631 6.513  0.100
H -1.583 -0.261 8.429  0.187
H -1.584 1.297 9.233  0.296
H -2.946 0.102 9.487  0.323
C 3.834 5.846 -2.093  -0.026
O 4.842 5.527 -1.499  -0.609
N 3.756 5.667 -3.445  0.263
C 2.614 6.140 -4.199  -0.656
C 4.896 5.105 -4.261  -0.732
H 2.912 6.252 -1.663  0.444
H 1.736 6.416 -3.574  0.153
H 2.229 5.348 -4.849  0.056
H 2.756 7.024 -4.797  0.409
H 5.742 5.734 -4.522  0.320
H 5.293 4.275 -3.697  0.107
H 4.403 4.815 -5.213  0.311
C -3.210 0.580 2.800  -0.394
O -3.083 0.815 3.984  -0.443
N -4.371 0.785 2.098  0.809
C -4.351 0.529 0.712  -0.174
C -5.663 0.959 2.783  -1.137
H -2.458 0.193 2.078  0.369
H -5.183 -0.169 0.337  0.432
H -3.439 0.036 0.468  -0.860
H -4.263 1.502 0.193  0.356
H -6.463 0.697 2.100  0.361
H -5.468 0.401 3.721  0.269
H -5.777 2.043 2.987  0.271
C -1.639 -2.171 3.745  -0.050
O -2.311 -2.367 2.735  -0.649
N -0.756 -3.052 4.122  0.492
C -0.296 -3.045 5.560  -0.683
C -0.536 -4.275 3.354  -0.973
H -1.668 -1.395 4.489  -0.003
H -0.904 -3.720 6.173  0.320
H -0.421 -2.083 6.014  0.112
H 0.747 -3.395 5.576  0.294
H -1.387 -4.936 3.299  0.237
H -0.290 -3.919 2.384  0.241
H 0.217 -4.824 3.875  0.391
C 1.670 5.987 6.829  -1.146
C 0.451 5.415 6.088  0.857
O 0.407 5.875 4.667  -0.323
P 0.433 4.950 3.448  0.299
O 0.341 5.732 2.185  -0.845
O -0.666 3.907 3.737  -0.067
C -1.064 3.057 2.643  1.837
C -2.217 3.637 1.786  -0.643
O 1.770 4.132 3.689  0.464
C 2.681 4.073 2.567  0.785
C 4.008 4.728 2.927  -1.654
H 2.522 5.806 6.178  0.260
H 1.526 7.004 7.198  0.341
H 1.830 5.491 7.840  0.284
H 0.591 4.375 5.987  -0.727
H -0.483 5.756 6.489  0.381
H -0.160 2.832 2.039  -0.370
H -1.350 2.107 3.076  -0.709
H -3.086 3.546 2.430  0.211
H -2.073 4.698 1.496  0.435
H -2.339 3.009 0.890  -0.324
H 2.754 3.006 2.225  -0.422
H 2.199 4.585 1.724  0.177
H 3.915 5.853 2.890  0.309
H 4.328 4.349 3.867  0.364
H 4.781 4.446 2.271  0.391
C 2.300 -1.228 2.905  -1.189
C 2.266 -0.110 1.856  1.394
O 1.430 -0.695 0.700  -0.652
P 0.507 0.285 -0.106  -0.419
O -0.653 0.859 0.574  0.228
O 1.395 1.492 -0.641  0.955
C 2.640 1.458 -1.297  -0.067
C 2.560 2.496 -2.356  0.159
O 0.109 -0.590 -1.381  -0.049
C -1.263 -0.796 -1.732  0.537
C -1.670 -2.187 -1.365  0.075
H 1.267 -1.331 3.223  0.005
H 2.718 -2.179 2.594  0.514
H 2.892 -0.809 3.746  0.228
H 1.756 0.789 2.188  -0.627
H 3.239 0.057 1.346  -0.115
H 3.521 1.573 -0.575  -0.875
H 2.717 0.486 -1.681  0.527
H 1.740 2.184 -2.939  0.009
H 2.308 3.513 -1.903  -0.616
H 3.472 2.489 -2.968  0.535
H -1.972 -0.058 -1.318  -0.315
H -1.281 -0.778 -2.871  -0.100
H -1.707 -2.429 -0.309  -0.289
H -2.742 -2.360 -1.677  -0.301
H -1.105 -3.017 -1.892  0.110
C -4.853 -6.309 4.707  -0.916
C -5.341 -7.110 3.452  -0.356
O -5.371 -6.210 2.246  -0.483
P -4.174 -6.419 1.125  1.431
O -2.843 -6.612 1.695  -0.819
O -4.565 -7.639 0.171  -0.306
C -5.975 -7.725 -0.159  -0.164
C -6.276 -9.130 -0.583  -1.327
O -4.425 -5.141 0.185  -0.571
C -3.726 -3.859 0.432  1.030
C -4.660 -2.692 0.631  -0.457
H -5.607 -6.300 5.416  0.341
H -3.928 -6.756 5.166  0.296
H -4.497 -5.313 4.401  0.089
H -4.607 -7.934 3.194  0.268
H -6.292 -7.599 3.509  0.548
H -6.527 -7.482 0.740  0.336
H -6.158 -6.925 -0.863  0.247
H -5.673 -9.407 -1.421  0.310
H -6.026 -9.797 0.257  0.281
H -7.286 -9.343 -0.884  0.415
H -3.055 -4.069 1.294  -0.148
H -3.188 -3.813 -0.474  -0.002
H -5.352 -2.697 -0.212  0.436
H -5.146 -2.787 1.601  0.352
H -4.024 -1.851 0.703  -0.338
C 1.280 2.324 -5.799  -0.481
C 0.179 3.329 -6.039  -0.530
O -0.427 3.754 -4.729  -0.162
P -1.692 3.269 -4.019  -0.336
O -1.546 1.895 -3.524  0.393
O -1.985 4.429 -2.986  -0.309
C -1.427 4.388 -1.652  0.738
C -0.169 5.201 -1.666  0.195
O -2.850 3.572 -5.062  -0.396
C -4.086 2.856 -4.973  0.530
C -5.300 3.663 -5.432  -1.499
H 1.590 2.016 -6.800  0.504
H 2.174 2.688 -5.280  -0.096
H 0.881 1.484 -5.248  0.016
H 0.568 4.288 -6.430  0.351
H -0.591 2.835 -6.546  0.433
H -2.166 4.741 -0.898  0.147
H -1.209 3.301 -1.502  -0.466
H -0.386 6.267 -1.529  0.390
H 0.551 4.999 -0.877  -0.265
H 0.331 4.958 -2.608  -0.343
H -4.011 1.912 -5.555  0.012
H -4.255 2.546 -3.918  -0.010
H -5.417 3.687 -6.492  0.326
H -6.180 3.103 -5.036  0.397
H -5.470 4.598 -4.933  0.384
C 4.639 -2.164 -2.466  -0.489
C 4.096 -2.179 -3.857  -0.233
O 5.209 -2.269 -4.856  -0.336
P 5.250 -1.573 -6.270  1.011
O 4.189 -0.649 -6.575  -0.618
O 5.226 -2.752 -7.298  -0.418
C 4.830 -2.476 -8.647  -0.264
C 5.689 -3.403 -9.464  -1.083
O 6.797 -1.138 -6.483  -0.305
C 7.142 0.249 -6.283  0.345
C 8.586 0.525 -6.409  -1.308
H 4.988 -1.156 -2.258  -0.224
H 3.796 -2.382 -1.720  0.216
H 5.487 -2.822 -2.292  0.468
H 3.429 -3.109 -3.981  0.218
H 3.535 -1.285 -4.102  0.311
H 3.780 -2.691 -8.747  0.297
H 4.919 -1.451 -8.982  0.308
H 5.264 -4.383 -9.630  0.302
H 5.912 -2.979 -10.493  0.314
H 6.672 -3.443 -8.941  0.287
H 6.552 0.826 -7.062  0.223
H 6.682 0.546 -5.381  0.019
H 8.809 1.524 -6.073  0.374
H 9.247 -0.172 -5.827  0.305
H 8.812 0.354 -7.452  0.336

Highest occupied orbital energy for the records above, in order: -8.1074 -8.9073 eV